Entry 1:
{
  "formula": "C4H8ClO4S2",
  "method": "ωB97M-V with the def2-TZVPD basis set",
  "e_homo_ev": [-4.2, -4.1],
  "charge": -1,
  "lumo_energy_ev": [3.420, 0.506],
  "spin_multiplicity": 3,
  "symbols": ["C", "C", "C", "C", "O", "O", "O", "O", "S", "S", "Cl", "H", "H", "H", "H", "H", "H", "H", "H"],
  "positions_angstrom": [[1.765, -1.968, -0.124], [-2.252, 1.703, -0.847], [0.470, -2.001, 0.536], [-1.077, 1.030, -0.184], [-0.974, -1.405, 2.647], [0.913, -2.744, 3.133], [0.603, 0.891, -2.190], [1.447, 1.257, 0.119], [0.395, -1.723, 2.242], [0.394, 1.494, -0.896], [0.570, 3.657, -1.377], [2.637, -1.488, 0.484], [2.114, -3.003, -0.412], [1.599, -1.330, -0.999], [-2.554, 1.298, -1.859], [-1.899, 2.794, -0.825], [-3.171, 1.911, -0.241], [-0.201, -1.393, -0.031], [-0.778, 1.021, 0.824]],
  "forces_ev_per_a": [[2.5628, -0.3531, 0.2599], [-0.5329, 2.0176, 0.7004], [0.3318, 0.2529, -0.5398], [0.9614, 0.3802, -2.1413], [-0.2020, 0.6709, -1.1600], [1.4363, -1.0716, -0.7461], [0.2467, 0.6110, -0.7385], [-0.6181, 0.6094, -1.3008], [-1.3411, 0.9135, 2.7122], [0.5355, -2.5334, 2.2379], [-0.1032, -0.1622, 0.0982], [-1.5675, -0.8090, -0.7747], [-0.2126, 0.9848, 0.0656], [0.4855, -0.3618, -0.1282], [0.5370, 0.6612, 1.1017], [-0.7106, -1.0165, -1.2932], [0.5910, -1.1694, -0.1487], [-1.5996, 0.0151, 0.2540], [-0.8006, 0.3605, 1.5417]],
  "mulliken_spin": [-0.0308, -0.0028, 0.8668, 0.0393, 0.2367, 0.2097, -0.0002, 0.0021, 0.4699, 0.0052, 0.0050, 0.0307, 0.0710, 0.0149, 0.0010, 0.0020, 0.0001, 0.0839, -0.0045]
}

---

Entry 2:
{
  "formula": "C4H6LuO2",
  "method": "ωB97M-V with the def2-TZVPD basis set",
  "e_homo_ev": [-15.5, -15.5],
  "charge": 2,
  "lumo_energy_ev": [-10.185, -11.321],
  "spin_multiplicity": 2,
  "symbols": ["C", "O", "H", "H", "C", "C", "H", "H", "H", "C", "O", "Lu", "H"],
  "positions_angstrom": [[-1.088, 0.205, -0.373], [-1.729, 0.350, -1.547], [-1.681, 0.605, 0.450], [-1.188, 0.074, -2.297], [0.864, 1.771, 0.768], [1.082, 0.330, 0.888], [1.831, 2.273, 0.948], [0.541, 0.247, 1.868], [2.090, -0.094, 1.017], [0.345, -0.387, -0.207], [-0.731, -1.265, 0.082], [-1.232, -3.520, -0.464], [0.898, -0.590, -1.130]],
  "forces_ev_per_a": [[0.9628, -0.0128, -1.4983], [0.4044, -0.6736, 1.1563], [0.6737, 0.2115, -0.1315], [0.1680, 0.3704, -0.2155], [0.4590, 0.5090, -0.6538], [0.8782, -1.1058, 0.4728], [-0.2840, 0.1403, 0.5128], [0.1601, -0.1612, -0.2336], [-0.1225, 0.2614, 0.0556], [-2.3311, 3.4351, -0.3429], [-1.2354, -5.1850, -0.1162], [0.3975, 2.2947, 0.7177], [-0.1307, -0.0840, 0.2765]],
  "mulliken_spin": [-0.0231, 0.0027, 0.0013, 0.0096, 0.0024, -0.0176, 0.0001, 0.0004, 0.0023, 0.0520, -0.2861, 1.2372, 0.0187]
}

---

Entry 3:
{
  "formula": "C7H16NO2",
  "method": "ωB97M-V with the def2-TZVPD basis set",
  "e_homo_ev": -14.0,
  "charge": 1,
  "smiles": "CCOCC[N@H+]1CCOC1",
  "lumo_energy_ev": -2.773,
  "symbols": ["C", "C", "O", "C", "C", "N", "C", "C", "O", "C", "H", "H", "H", "H", "H", "H", "H", "H", "H", "H", "H", "H", "H", "H", "H", "H"],
  "positions_angstrom": [[3.589, -0.298, 0.252], [2.097, -0.027, 0.233], [1.870, 1.264, -0.313], [0.647, 1.848, 0.003], [-0.520, 1.269, -0.780], [-1.011, -0.024, -0.222], [-2.205, -0.003, 0.693], [-2.418, -1.496, 0.845], [-2.085, -2.037, -0.441], [-1.470, -1.061, -1.216], [4.121, 0.623, 0.476], [3.823, -1.053, 0.999], [3.926, -0.660, -0.717], [1.593, -0.788, -0.382], [1.682, -0.079, 1.250], [0.451, 1.798, 1.084], [0.717, 2.902, -0.262], [-0.217, 1.098, -1.813], [-1.357, 1.965, -0.778], [-0.281, -0.507, 0.309], [-3.023, 0.445, 0.131], [-1.984, 0.527, 1.613], [-3.430, -1.768, 1.128], [-1.736, -1.919, 1.589], [-2.162, -0.574, -1.908], [-0.616, -1.447, -1.770]],
  "forces_ev_per_a": [[-0.1552, -0.0968, -0.1744], [0.1244, -0.0256, 0.0338], [0.1629, -0.0443, -0.0371], [-0.1200, 0.0705, 0.0466], [-0.0652, 0.2594, -0.1839], [-0.4301, -0.7096, 0.2017], [0.0811, -0.1349, -0.1819], [0.0507, -0.1085, 0.2910], [0.0944, -0.0224, -0.0546], [-0.0917, 0.1674, -0.2449], [0.0206, -0.0010, 0.1472], [0.0667, -0.0129, 0.0265], [0.0500, 0.0412, -0.0341], [0.0128, -0.0739, -0.0113], [0.0227, 0.1074, 0.0607], [-0.0405, -0.0164, 0.0376], [0.0390, 0.0228, -0.0124], [0.0300, -0.0390, 0.0274], [-0.0828, -0.0709, -0.0054], [0.3011, 0.3787, -0.0791], [0.0487, 0.2251, 0.1394], [-0.0440, 0.0773, 0.0134], [-0.0978, 0.0475, -0.1483], [-0.0234, -0.0094, -0.0052], [-0.0109, 0.0930, 0.0409], [0.0567, -0.1249, 0.1064]],
  "mulliken_charge": [-1.2857, -0.0058, -0.3553, -0.5667, -0.5568, 0.1189, -0.4743, -0.4203, -0.3657, -0.3900, 0.3309, 0.3693, 0.3091, 0.1504, 0.3454, 0.3953, 0.3746, 0.3773, 0.4075, 0.1242, 0.3656, 0.3502, 0.3511, 0.2876, 0.3765, 0.3867]
}

---

Entry 4:
{
  "formula": "C34H52BN7ORhS2Si3",
  "method": "ωB97M-V with the def2-TZVPD basis set",
  "e_homo_ev": -10.7,
  "charge": 1,
  "lumo_energy_ev": -3.035,
  "symbols": ["Rh", "B", "N", "C", "C", "C", "N", "N", "C", "C", "C", "N", "H", "H", "H", "H", "H", "H", "H", "H", "C", "Si", "C", "C", "C", "Si", "C", "C", "C", "Si", "C", "C", "C", "C", "C", "C", "C", "N", "H", "H", "H", "H", "H", "H", "H", "H", "H", "H", "H", "H", "H", "H", "H", "H", "H", "H", "H", "H", "H", "H", "H", "H", "H", "H", "H", "H", "C", "N", "C", "N", "S", "H", "H", "H", "H", "H", "H", "O", "S", "C", "C", "C", "C", "C", "C", "C", "C", "C", "C", "C", "C", "H", "H", "H", "H", "H", "H", "H", "H", "H", "H"],
  "positions_angstrom": [[-0.274, 0.449, 0.833], [2.172, 1.103, 3.361], [0.672, 0.762, 3.665], [0.184, 0.783, 4.899], [-1.133, 0.368, 4.893], [-1.391, 0.098, 3.570], [-0.302, 0.340, 2.801], [2.663, 0.078, 2.319], [3.930, -0.346, 2.196], [4.081, -0.928, 0.953], [2.810, -0.822, 0.380], [1.963, -0.225, 1.212], [2.272, 2.243, 2.977], [2.801, 0.913, 4.374], [0.838, 1.051, 5.711], [-1.799, 0.253, 5.729], [-2.296, -0.280, 3.152], [4.627, -0.185, 3.002], [4.962, -1.392, 0.542], [2.458, -1.166, -0.574], [0.005, 1.371, -2.394], [-1.693, 1.535, -1.617], [-2.579, 2.855, -2.598], [-2.485, -0.100, -2.092], [-1.776, 1.939, 0.230], [-1.653, 3.816, 0.672], [-3.380, 4.544, 0.516], [-0.677, 4.938, -0.476], [-1.143, 4.027, 2.452], [-3.414, 1.337, 0.853], [-3.912, 1.787, 2.597], [-4.929, 1.664, -0.192], [-3.092, -0.516, 0.852], [-4.048, -1.520, 0.835], [-3.671, -2.846, 0.971], [-2.335, -3.142, 1.172], [-1.419, -2.112, 1.179], [-1.780, -0.832, 0.983], [-0.205, 1.062, -3.423], [0.651, 0.611, -1.940], [0.517, 2.333, -2.386], [-2.620, 2.561, -3.651], [-2.080, 3.822, -2.542], [-3.606, 2.992, -2.255], [-2.473, -0.125, -3.187], [-3.518, -0.224, -1.777], [-1.922, -0.966, -1.733], [-3.709, 4.571, -0.526], [-3.283, 5.582, 0.852], [-4.175, 4.095, 1.104], [-0.306, 4.459, -1.381], [0.190, 5.346, 0.044], [-1.330, 5.764, -0.772], [-1.846, 3.532, 3.125], [-1.149, 5.094, 2.697], [-0.147, 3.640, 2.665], [-4.355, 2.780, 2.653], [-3.103, 1.756, 3.317], [-4.680, 1.071, 2.910], [-5.047, 2.718, -0.434], [-5.818, 1.367, 0.373], [-4.925, 1.111, -1.131], [-5.090, -1.251, 0.716], [-4.413, -3.634, 0.946], [-1.988, -4.155, 1.328], [-0.372, -2.281, 1.359], [4.578, 1.463, -1.425], [3.194, 1.691, -1.055], [2.784, 2.263, 0.070], [3.691, 2.705, 0.941], [1.134, 2.526, 0.461], [4.644, 1.386, -2.507], [4.964, 0.547, -0.972], [5.201, 2.305, -1.126], [2.461, 1.347, -1.653], [4.680, 2.578, 0.822], [3.343, 3.044, 1.825], [0.338, -1.933, -0.779], [0.442, -2.823, -1.998], [0.573, -4.467, -1.351], [1.121, -4.680, -0.093], [1.220, -5.978, 0.386], [0.780, -7.043, -0.392], [0.232, -6.816, -1.646], [0.120, -5.520, -2.132], [2.001, -2.643, -2.815], [3.234, -3.037, -2.299], [4.365, -2.874, -3.077], [4.271, -2.324, -4.355], [3.044, -1.926, -4.858], [1.900, -2.087, -4.084], [1.459, -3.837, 0.498], [1.646, -6.160, 1.364], [0.859, -8.054, -0.014], [-0.117, -7.646, -2.245], [-0.317, -5.333, -3.106], [3.308, -3.457, -1.304], [5.329, -3.183, -2.692], [5.161, -2.219, -4.960], [2.969, -1.498, -5.849], [0.930, -1.793, -4.466]],
  "forces_ev_per_a": [[1.2143, 2.9224, 0.0502], [-0.1325, -0.2658, 0.1754], [0.0115, 0.1342, -0.5423], [0.1574, -0.0957, 0.1980], [-0.0107, -0.0157, 0.1190], [0.3058, -0.1054, -0.3081], [-0.4064, 0.6061, 1.4453], [0.0809, 0.1706, 0.0401], [-0.0469, 0.0593, 0.0419], [-0.1075, -0.0643, 0.0544], [-0.0260, -0.3477, 0.0604], [-0.1456, -0.7161, -0.2482], [-0.1136, -0.1263, 0.1215], [-0.1019, 0.0759, -0.0231], [-0.0413, 0.0057, 0.0140], [0.0005, -0.0032, -0.0057], [-0.1315, -0.0273, -0.0725], [0.0187, -0.0157, -0.0153], [-0.0028, -0.0090, 0.0122], [-0.0164, -0.0364, -0.0005], [0.1864, -0.0040, 0.0233], [-0.4676, 0.1387, -0.1079], [-0.0702, 0.1279, -0.0981], [-0.0412, -0.1964, -0.0319], [0.6252, -0.5387, 0.1110], [-0.2183, -0.4506, -0.1060], [-0.1293, 0.1453, -0.0181], [0.1548, 0.0401, -0.0072], [0.0892, 0.0455, 0.1657], [-0.1584, 0.2020, -0.1113], [-0.1264, -0.0001, 0.1404], [-0.1595, -0.1239, -0.1237], [0.2785, -0.1041, 0.1181], [0.0330, -0.0140, 0.0610], [-0.0715, -0.0341, -0.0092], [0.0725, -0.0854, 0.0464], [-0.2476, 0.2004, 0.1144], [-0.4406, -1.6135, -0.2747], [0.1367, 0.0393, -0.0344], [-0.1382, -0.0490, -0.0074], [0.0773, -0.0385, -0.0805], [0.0095, -0.0012, 0.0178], [-0.0142, 0.0104, -0.0170], [0.0054, -0.0294, -0.0419], [-0.0053, -0.0531, -0.0008], [-0.0072, -0.0182, -0.0577], [0.0218, 0.0529, -0.0248], [0.0456, 0.0568, 0.0199], [-0.0350, 0.0101, -0.0406], [0.0208, 0.0163, 0.0459], [0.0044, -0.0435, 0.0086], [-0.0040, 0.0476, -0.0132], [0.0773, 0.0192, -0.0167], [-0.0036, 0.0293, -0.0178], [0.0041, -0.0210, 0.0102], [0.0171, -0.0085, -0.0115], [-0.0552, -0.0193, -0.0535], [0.0132, 0.0130, 0.0544], [0.0177, 0.0273, 0.0494], [-0.0102, 0.0058, 0.0431], [0.0089, -0.0188, -0.0301], [-0.0603, 0.0240, 0.0149], [-0.0009, 0.0081, 0.0067], [0.0038, 0.0036, 0.0052], [-0.0317, -0.0005, -0.0185], [0.0958, -0.0644, -0.0242], [0.0370, -0.0560, -0.0880], [-0.1779, 0.2395, -0.0258], [0.6149, -0.1665, 0.3641], [-0.0827, 0.1659, -0.3110], [-0.3969, -0.2409, -0.1436], [-0.0401, -0.0363, -0.0093], [-0.0095, 0.0852, -0.0021], [-0.0112, 0.0477, -0.0309], [0.0068, 0.0606, -0.0821], [0.0076, -0.0279, -0.0334], [0.0554, -0.0536, 0.0116], [0.4835, -0.0535, -0.7694], [-1.0789, 0.2774, 0.3883], [0.2779, -0.2169, -0.0209], [-0.0273, -0.0020, 0.0208], [-0.0126, -0.0231, -0.0081], [-0.0078, 0.0369, 0.0041], [-0.0145, -0.0017, -0.0016], [0.0257, -0.0274, 0.0448], [0.2610, 0.0386, -0.1486], [-0.0845, 0.0792, -0.0023], [0.0782, 0.0565, -0.0180], [0.0263, -0.0369, 0.0475], [-0.0720, 0.0294, 0.0615], [0.1692, 0.0071, -0.0029], [-0.0230, 0.0212, -0.0001], [-0.0014, 0.0039, -0.0005], [0.0055, 0.0004, -0.0020], [-0.0041, 0.0034, 0.0029], [0.0089, 0.0178, -0.0031], [-0.0301, -0.0779, -0.0182], [-0.0010, -0.0088, -0.0152], [0.0064, 0.0082, 0.0103], [0.0118, -0.0153, -0.0078], [-0.0090, -0.0131, -0.0056]],
  "mulliken_charge": [-0.1803, 0.2857, -0.7791, -0.2033, -1.5619, -1.2315, 1.5300, -0.7149, -0.6531, -1.4273, -1.2532, 1.2338, -0.1954, -0.1661, 0.4876, 0.4924, 1.1232, 0.5028, 0.6355, 0.9274, -0.0290, 0.2232, -0.9701, -0.7278, 2.2420, 0.8534, -1.3896, -1.2463, -1.0366, -1.0201, -1.2652, -1.1375, 0.0409, -1.1138, -0.7685, -1.1108, -0.6767, 1.9325, 0.5088, -1.0586, 0.4512, 0.4606, 0.3185, 0.2667, 0.5977, 0.2510, -0.1796, 0.3605, 0.4451, 0.2991, 0.2615, 0.3660, 0.4946, 0.2387, 0.4909, 0.1568, 0.3769, 0.2233, 0.4163, 0.4233, 0.4673, 0.3439, 0.5336, 0.4564, 0.5400, 0.3119, -1.0879, 0.0604, 0.1127, -0.2101, -0.0553, 0.4041, 0.2439, 0.4263, -0.0134, 0.2005, 0.2135, 0.1620, -0.1189, 0.5644, -0.0152, -0.9489, -0.5380, -0.6279, -0.4985, 0.8288, -0.0921, -0.7158, -0.5520, -0.7127, -0.7307, 0.3097, 0.4474, 0.4192, 0.4165, 0.4816, 0.4266, 0.4464, 0.4310, 0.4484, 0.3990]
}

---

| no. | E (Ha) |
| --- | --- |
| 1 | -1714.600340 |
| 2 | -1541.060175 |
| 3 | -481.265656 |
| 4 | -3585.487018 |